# 1
Computed, not measured: 2 unconnected molecules or ions with the total composition C2H7S, with the ωB97M-V functional and the def2-TZVPD basis.

DFT total energy, eV: -13018.1972
LUMO (spin up / spin down), eV: 7.02 / 7.00

Geometry as ORCA input:
```
! wB97M-V def2-TZVPD RIJCOSX def2/J DEFGRID3
* xyz -2 2
C -1.18 -1.78 -1.51
S -0.28 -0.60 -0.44
H -1.59 -2.53 -0.81
H -1.93 -1.29 -2.12
H -0.52 -2.28 -2.16
C 1.15 1.71 1.44
H 1.10 1.77 2.53
H 0.08 1.81 1.09
H 1.41 0.71 1.07
H 1.77 2.46 0.91
*
```


# 2
Computed, not measured: 2 unconnected molecules or ions with the total composition C2H7S2, with the ωB97M-V functional and the def2-TZVPD basis.

DFT total energy, eV: -23858.6293
LUMO, eV: 3.29

Geometry as ORCA input:
```
! wB97M-V def2-TZVPD RIJCOSX def2/J DEFGRID3
* xyz -1 1
S 2.12 1.59 -0.71
H 2.39 0.51 0.07
C -0.70 0.55 0.86
S -1.71 -0.87 0.44
C -0.40 -1.94 -0.34
H -0.29 0.84 -0.12
H -1.47 1.31 1.11
H 0.09 0.38 1.62
H -0.39 -1.87 -1.43
H -0.62 -2.99 -0.14
H 0.52 -1.61 0.14
*
```


# 3
Computed, not measured: 2 unconnected molecules or ions with the total composition C2H7S2, with the ωB97M-V functional and the def2-TZVPD basis.

DFT total energy, eV: -23858.3575
LUMO, eV: 3.70

Geometry as ORCA input:
```
! wB97M-V def2-TZVPD RIJCOSX def2/J DEFGRID3
* xyz -1 1
S -2.28 -1.38 -0.54
H -2.79 -0.68 -1.57
C 2.07 1.13 1.66
C 1.08 1.38 0.51
S 0.82 0.08 -0.61
H 3.14 0.87 1.33
H 1.71 0.30 2.26
H 2.00 2.01 2.29
H 0.14 1.57 1.26
H 1.36 2.31 -0.04
H -1.04 -0.72 -0.22
*
```


# 4
Computed, not measured: 2 unconnected molecules or ions with the total composition C2H7S2, with the ωB97M-V functional and the def2-TZVPD basis.

DFT total energy, eV: -23858.6268
LUMO, eV: 3.36

Geometry as ORCA input:
```
! wB97M-V def2-TZVPD RIJCOSX def2/J DEFGRID3
* xyz -1 1
S -0.40 -1.29 -2.00
H -0.24 -1.68 -3.28
C -0.86 -0.21 0.76
C 0.25 0.71 0.34
S 1.83 0.29 1.18
H -1.18 -0.11 1.76
H -0.63 -1.32 0.60
H -1.77 -0.06 0.16
H 0.48 0.65 -0.77
H -0.04 1.71 0.63
H 2.57 1.31 0.62
*
```


# 5
Computed, not measured: 2 unconnected molecules or ions with the total composition C2H7S3, with the ωB97M-V functional and the def2-TZVPD basis.

DFT total energy, eV: -34694.2055
LUMO, eV: 2.73

Geometry as ORCA input:
```
! wB97M-V def2-TZVPD RIJCOSX def2/J DEFGRID3
* xyz -1 1
C 2.06 -1.19 -2.18
S 2.19 -2.30 -3.62
H 3.04 -1.04 -1.74
H 1.47 -1.69 -1.43
H 1.64 -0.24 -2.48
C -2.25 1.23 3.22
S -2.05 2.49 1.94
S -2.19 1.37 0.20
H -1.91 0.30 2.79
H -1.61 1.37 4.10
H -3.27 1.11 3.57
H 2.88 -1.42 -4.37
*
```


# 6
Computed, not measured: 2 unconnected molecules or ions with the total composition C2H8, with the ωB97M-V functional and the def2-TZVPD basis.

DFT total energy, eV: -2203.5217
Structure (SMILES): C.C
LUMO, eV: 1.17

Geometry as ORCA input:
```
! wB97M-V def2-TZVPD RIJCOSX def2/J DEFGRID3
* xyz 0 1
C -4.34 -12.78 7.17
H -4.93 -13.03 8.07
H -3.43 -13.41 7.15
H -4.05 -11.72 7.20
H -4.93 -12.98 6.27
C -3.96 -9.81 5.29
H -3.35 -8.90 5.42
H -4.93 -9.54 4.84
H -4.13 -10.27 6.27
H -3.43 -10.51 4.64
*
```


# 7
Computed, not measured: 2 unconnected molecules or ions with the total composition C2H8, with the ωB97M-V functional and the def2-TZVPD basis.

DFT total energy, eV: -2203.6188
Structure (SMILES): C.C
LUMO, eV: 1.04

Geometry as ORCA input:
```
! wB97M-V def2-TZVPD RIJCOSX def2/J DEFGRID3
* xyz 0 1
C 1.91 -0.45 -2.66
H 1.34 -0.83 -1.80
H 1.89 0.65 -2.66
H 1.46 -0.82 -3.59
H 2.95 -0.80 -2.60
C -1.91 0.45 2.66
H -2.61 0.38 1.82
H -1.73 1.51 2.90
H -0.95 -0.03 2.39
H -2.34 -0.05 3.54
*
```


# 8
Computed, not measured: a molecular structure, C2H8AgBrN4O2, with the ωB97M-V functional and the def2-TZVPD basis.

DFT total energy, eV: -86297.3977
LUMO, eV: -4.36

Geometry as ORCA input:
```
! wB97M-V def2-TZVPD RIJCOSX def2/J DEFGRID3
* xyz 0 1
Ag 4.87 3.78 2.72
Br 1.31 0.45 0.87
C -4.74 4.95 -2.88
O -5.68 4.48 -2.22
N -4.88 5.97 -3.65
N -3.49 4.67 -2.78
H -5.82 6.28 -3.85
H -4.10 6.33 -4.19
H -3.11 3.97 -2.16
H -2.81 5.18 -3.33
C 3.81 -6.27 2.87
O 4.32 -7.24 3.21
N 2.59 -6.07 2.48
N 4.34 -5.10 2.83
H 1.96 -6.87 2.48
H 2.23 -5.17 2.19
H 5.24 -4.89 3.24
H 3.96 -4.45 2.16
*
```


# 9
Computed, not measured: 2 unconnected molecules or ions with the total composition C2H8BNO3, with the ωB97M-V functional and the def2-TZVPD basis.

DFT total energy, eV: -10515.4860
Structure (SMILES): OB(O)O.C=NC
LUMO, eV: 0.69

Geometry as ORCA input:
```
! wB97M-V def2-TZVPD RIJCOSX def2/J DEFGRID3
* xyz 0 1
B 2.08 0.22 0.12
C -2.34 1.03 0.04
C -1.32 -1.12 -0.13
N -1.35 0.28 0.18
O 3.41 0.58 -0.07
O 1.71 -1.16 0.01
O 1.21 1.14 0.22
H -2.40 2.09 0.39
H 0.30 0.90 0.45
H -3.33 0.65 -0.42
H -2.02 -1.44 -0.84
H -0.23 -1.43 -0.46
H -1.61 -1.61 0.75
H 3.39 1.47 0.05
H 2.49 -1.61 -0.28
*
```


# 10
Computed, not measured: a molecular structure, C2H8BrCuN4O2, with the ωB97M-V functional and the def2-TZVPD basis.

DFT total energy, eV: -126935.3350
LUMO (spin up / spin down), eV: -5.56 / -8.56

Geometry as ORCA input:
```
! wB97M-V def2-TZVPD RIJCOSX def2/J DEFGRID3
* xyz 1 2
Cu 0.90 1.16 -3.60
Br 2.25 0.73 -1.52
C 1.26 0.23 2.82
O 1.11 0.40 4.01
N 1.41 -1.01 2.23
N 1.28 1.28 1.91
H 1.39 -1.85 2.78
H 1.74 -1.03 1.29
H 1.76 1.20 1.03
H 1.19 2.20 2.30
C -1.50 -0.12 -1.95
O -0.86 0.60 -2.76
N -2.80 -0.36 -2.18
N -0.92 -0.77 -0.92
H -3.27 -0.09 -3.03
H -3.33 -0.98 -1.59
H -1.52 -1.25 -0.27
H -0.07 -0.36 -0.56
*
```


> Which value of DFT total energy does entry 1 give?

-13018.1972 eV


> Among the records above, which one has the highest DFT total energy?

number 6